C26H22AsClHfO2 as an isolated structure in a non-equilibrium geometry. Source: the OMol25 dataset; level of theory: ωB97M-V/def2-TZVPD.

Its net charge is +2. For the HOMO energy (spin up / spin down), the calculation gives -14.2372 / -14.2316 eV. The energy above the lowest of the compared OMol25 structures with the same formula, charge and spin is 113.43 kcal per mole. Its spin multiplicity is 1. The gap between HOMO and LUMO (spin up / spin down) comes out at 4.5 / 4.5 eV. The value obtained for the maximum force is 8.30 eV Å⁻¹. Its LUMO energy (spin up / spin down) is -9.78 / -9.78 eV.

```
53
Properties=species:S:1:pos:R:3:forces:R:3
Cl -1.880188 3.541560 -4.118302 0.916 -1.252 0.690
C -0.556319 -1.759435 -3.177061 0.020 0.083 -0.560
C 0.847344 -1.934030 -3.008789 0.056 0.012 -0.228
C 1.513613 -0.935492 -3.792893 -0.065 0.476 -0.190
H 1.352150 -2.775145 -2.520738 -0.346 0.501 0.049
C 0.526534 -0.118547 -4.438254 -0.141 -1.110 -0.786
C -0.755702 -0.644793 -4.061837 0.260 0.130 -0.376
H -1.672783 -0.267691 -4.519147 0.062 -0.176 0.473
H -1.346372 -2.430411 -2.820241 0.383 0.435 0.114
H 2.579446 -0.830877 -4.013895 -0.315 -0.168 0.387
C 0.779283 0.956756 -5.446185 0.126 0.871 -0.065
Hf 0.244003 0.311282 -2.117783 -1.010 -0.762 -0.656
C 2.146928 1.205167 -1.325450 6.295 3.587 4.040
O 2.988765 1.733200 -0.703827 -4.525 -2.896 -3.611
C -1.466021 1.684434 -1.707125 -4.633 4.489 1.524
O -2.231903 2.418420 -1.222166 3.118 -3.328 -1.686
H 1.725797 1.480056 -5.268234 -0.062 -0.168 0.076
H -0.003512 1.725292 -5.427571 0.008 -0.216 -0.002
H 0.848525 0.580676 -6.477059 -0.138 -0.283 0.360
C -1.110931 3.546315 3.971545 0.142 -0.248 -0.351
C -0.031453 3.689172 3.091420 0.140 -0.272 -0.073
C 0.262468 2.678260 2.159331 -0.036 0.438 -0.084
C -0.520939 1.524587 2.070684 0.025 0.854 -0.240
C -1.575651 1.368060 2.985658 -0.357 -0.313 -0.284
C -1.882185 2.380412 3.918880 0.378 -0.118 -0.271
As -0.049149 0.220647 0.580338 -0.351 -0.429 4.576
C 1.653030 -0.523546 1.410993 -0.275 0.379 -0.922
C 2.264876 -1.550450 0.696516 0.514 -0.216 -0.467
C 3.555051 -1.992824 1.018113 -0.061 -0.080 0.059
C 4.254208 -1.390925 2.073708 -0.385 -0.068 -0.160
C 3.663930 -0.327694 2.771187 -0.322 -0.094 -0.123
C 2.365145 0.114776 2.426559 0.300 0.165 0.302
C -1.584950 -1.018599 0.924756 0.615 -0.475 -0.920
C -1.367851 -2.313006 1.391890 -0.191 -0.439 -0.018
C -2.448127 -3.210124 1.475620 -0.041 0.140 0.107
C -3.734312 -2.813251 1.071042 0.257 0.220 0.021
C -3.936670 -1.519646 0.574833 0.165 0.083 0.162
C -2.852260 -0.629230 0.500388 -0.445 0.147 -0.523
H -1.343754 4.338218 4.688901 0.063 -0.319 -0.296
H 0.592307 4.590272 3.123933 -0.271 -0.437 -0.027
H 1.116621 2.792194 1.489607 -0.184 0.210 0.146
H -2.188060 0.462937 2.973047 0.145 0.341 -0.012
H -2.733008 2.267884 4.602223 0.440 -0.134 -0.362
H 1.760323 -1.984952 -0.169846 -0.011 -0.179 0.256
H 4.003344 -2.815248 0.441233 -0.202 0.468 0.358
H 5.247354 -1.761557 2.344310 -0.372 0.250 -0.100
H 4.221543 0.150064 3.593652 -0.479 -0.203 -0.523
H 1.937920 0.972843 2.945271 0.101 -0.338 -0.009
H -0.366088 -2.617188 1.682740 -0.170 -0.095 0.050
H -2.301608 -4.228631 1.865314 0.038 0.617 -0.205
H -4.580334 -3.507113 1.143130 0.447 0.283 -0.052
H -4.937071 -1.200771 0.250083 0.571 -0.123 0.172
H -2.993309 0.367689 0.079481 -0.199 -0.240 0.262
```
Positions in Å, forces in eV/Å.

=====

A 26-piece molecular cluster, C9H59BrNO28 overall in a non-equilibrium geometry. Source: the OMol25 dataset; level of theory: ωB97M-V/def2-TZVPD.

Its net charge is -1. For the HOMO energy, the calculation gives -5.1441 eV. The energy above the lowest of the compared OMol25 structures with the same formula, charge and spin is 280.24 kcal per mole. Its spin multiplicity is 1. The gap between HOMO and LUMO comes out at 6.6 eV. The value obtained for the maximum force is 7.93 eV Å⁻¹. Its LUMO energy is 1.46 eV.

```
98
Properties=species:S:1:pos:R:3:forces:R:3
O -0.638956 3.492099 1.148516 -3.340 -3.465 2.899
C -1.404272 2.813792 2.047942 1.278 5.391 2.350
O -1.675741 3.464481 3.372319 0.674 -3.763 -6.946
C -2.048306 1.328251 1.687786 -1.967 1.387 1.493
N -1.098976 0.179882 1.948331 0.160 -0.093 -2.501
Br 0.384304 0.827787 2.940529 -0.055 -0.688 -0.205
C -0.661146 -0.524524 0.683324 0.734 0.863 -1.658
O -0.892405 -2.007103 0.716401 2.876 0.574 2.643
C 0.058734 -2.503163 1.757163 1.501 -1.414 3.043
C -0.586609 -2.740415 3.279490 3.894 -0.545 -0.877
C 0.397619 -3.241267 4.515783 1.414 0.952 -4.766
C 2.002718 -3.477156 4.181225 -2.398 1.201 -2.827
C 2.622887 -3.253197 2.653772 -4.012 0.867 0.706
C 1.651823 -2.755124 1.430068 -2.134 -0.461 3.848
H -2.525864 1.348704 0.619631 1.335 -0.126 1.822
H -2.954384 1.188514 2.451600 2.074 0.432 -1.654
H 0.486586 -0.391337 0.422962 -2.227 -0.085 0.896
H -1.241476 -0.157511 -0.293288 0.859 -0.711 2.494
H -1.746436 -2.508697 3.418557 2.889 -0.608 -0.270
H -0.078341 -3.379051 5.576401 1.239 0.263 -2.291
H 2.728287 -3.799501 5.042743 -1.619 0.648 -1.971
H 3.774209 -3.409039 2.439096 -2.726 0.346 0.565
H 2.009369 -2.541007 0.330940 -0.698 -0.643 2.703
O -2.224746 3.092705 -1.510192 0.349 0.175 -0.449
H -1.628848 3.372891 -0.799322 0.008 -0.167 0.589
H -1.680354 2.502842 -2.053042 -0.243 -0.060 0.158
O -4.755567 1.892210 3.562073 -0.363 0.011 0.256
H -5.533679 1.951216 4.136525 0.292 0.101 -0.338
H -4.584253 2.810669 3.305031 0.038 -0.161 0.081
O -1.130312 0.373835 -2.812558 0.145 -0.322 -0.171
H -1.508526 -0.456106 -2.485315 -0.020 0.314 -0.076
H -0.988406 0.209999 -3.757019 -0.182 -0.036 0.131
O 2.645860 0.633375 -0.771623 -0.117 0.086 -0.213
H 2.847965 1.478851 -0.343537 -0.128 -0.191 0.242
H 1.849207 0.818687 -1.291227 0.207 0.052 0.071
O 0.433942 4.978646 -2.813786 0.055 -0.602 -0.051
H 0.168189 4.783786 -1.902555 0.137 -0.081 -0.235
H -0.406149 5.080543 -3.285856 0.387 0.182 0.174
O 2.259324 3.167983 1.937552 0.291 -0.374 0.127
H 2.461430 4.013459 2.365638 -0.117 -0.271 -0.453
H 1.462672 3.353296 1.417947 -0.324 -0.055 0.366
O 1.193652 -2.711687 -1.952290 -0.316 0.283 0.069
H 0.415540 -2.652680 -1.377838 -0.002 -0.011 0.102
H 1.364966 -1.793227 -2.209331 0.010 -0.228 -0.033
O 2.262351 0.923031 -3.742573 -0.073 -0.279 -0.454
H 2.513318 1.853140 -3.638427 0.054 -0.208 0.144
H 3.075645 0.437015 -3.539282 -0.280 0.196 0.191
O -1.498020 6.854038 -2.866653 -0.460 0.258 0.377
H -1.785026 6.103282 -2.325426 -0.187 0.285 -0.029
H -1.337360 7.559421 -2.221975 0.002 -0.281 -0.262
O -6.557283 4.267489 3.221776 -0.699 0.355 0.095
H -6.355178 5.112965 3.649863 0.332 -0.297 -0.246
H -7.353936 4.452802 2.702172 0.326 -0.166 0.137
O 4.433164 1.020330 -6.059400 0.009 0.382 0.079
H 3.655052 1.079337 -5.484949 -0.001 0.006 -0.170
H 4.604477 1.938789 -6.316442 -0.117 -0.366 0.037
O 2.700969 -5.193133 -2.344131 -0.299 -0.429 0.022
H 2.031559 -4.598998 -1.972876 0.046 0.170 -0.121
H 2.208089 -5.732291 -2.980814 0.218 0.260 0.069
O 4.471292 2.247770 -2.753155 0.658 0.127 -0.043
H 5.255577 2.639361 -3.166057 -0.283 -0.172 0.044
H 4.806940 1.443853 -2.328837 -0.227 0.142 0.098
O -3.714769 -3.032802 0.217491 0.157 0.018 0.064
H -3.118871 -2.752616 0.928361 0.053 0.052 -0.285
H -3.170378 -3.622664 -0.325359 -0.249 0.030 0.119
O 2.761830 -6.584182 4.235738 -0.013 -0.563 -0.150
H 2.383616 -7.414122 4.562981 0.119 0.315 -0.087
H 2.903737 -6.748018 3.291277 -0.071 0.200 0.274
O -4.322770 -4.236873 2.785276 -0.558 -0.054 -0.093
H -4.710591 -3.744187 2.046501 0.325 -0.138 -0.087
H -5.071016 -4.726694 3.158357 0.346 0.171 0.211
O 2.515297 -7.989655 -1.040375 -0.361 0.119 0.176
H 1.737185 -7.930650 -0.465923 0.302 -0.035 -0.203
H 2.686611 -7.071197 -1.297416 0.094 0.041 0.049
O -3.114359 -5.343538 -1.671972 -0.016 -0.465 -0.344
H -3.492573 -6.173477 -1.344729 0.107 0.359 0.034
H -2.972453 -5.507374 -2.616432 -0.031 0.162 0.331
O 0.033605 -0.217635 -5.767686 0.184 -0.168 0.212
H 0.629503 0.062551 -5.056817 0.300 -0.034 -0.175
H 0.577996 -0.807497 -6.310537 -0.227 0.249 0.183
O 0.665564 2.998196 -5.493980 0.096 -0.008 0.382
H 0.378558 2.247438 -4.952753 0.044 0.296 -0.274
H 0.826223 3.703579 -4.849302 -0.097 -0.108 -0.009
O 2.895998 5.633855 1.335335 0.133 0.885 -0.303
H 2.199618 5.898610 0.715743 0.206 -0.155 0.284
H 3.690451 5.575709 0.783566 -0.363 0.034 -0.027
O -3.972554 5.613323 3.016737 -0.047 0.739 0.190
H -3.721587 6.543433 3.120883 -0.036 -0.398 -0.075
H -3.159259 5.127309 3.220029 0.357 -0.540 -0.072
O -5.691180 -5.131337 5.204382 -0.213 -0.179 0.598
H -5.978186 -5.882094 5.745609 0.101 0.238 -0.255
H -5.530521 -4.425954 5.849060 0.041 -0.128 -0.364
O 4.932071 5.608222 -0.800245 0.497 -0.294 -0.200
H 5.509966 4.944979 -0.393941 -0.170 0.156 -0.116
H 4.994394 5.423006 -1.749348 -0.224 0.073 0.348
O 4.072603 -2.338708 -1.189432 -0.263 -0.067 -0.113
H 3.315030 -1.866846 -0.812122 0.417 0.097 -0.136
H 3.674049 -3.097008 -1.642337 0.179 0.155 0.104
```
Positions in Å, forces in eV/Å.

=====

C12H23GaN2O2P2S as an isolated structure in a non-equilibrium geometry. Source: the OMol25 dataset; level of theory: ωB97M-V/def2-TZVPD.

Its net charge is +2. For the HOMO energy, the calculation gives -14.6615 eV. The energy above the lowest of the compared OMol25 structures with the same formula, charge and spin is 0.00 kcal per mole. Its spin multiplicity is 1. The gap between HOMO and LUMO comes out at 7.2 eV. The value obtained for the maximum force is 2.83 eV Å⁻¹. Its LUMO energy is -7.44 eV.

```
43
Properties=species:S:1:pos:R:3:forces:R:3
Ga 0.097021 0.603447 1.412873 0.360 -1.069 0.456
P -2.103570 0.323598 0.846836 -2.140 1.358 -1.253
C -2.168902 1.098903 -0.826748 -0.555 -0.671 -0.734
C -0.823366 1.489803 -1.389408 0.238 0.647 -0.587
N 0.253765 1.470936 -0.582905 0.056 -0.811 1.005
C 1.502205 1.719586 -1.039789 -0.034 -0.252 -0.591
C 1.674447 2.298363 -2.295753 0.516 -0.490 0.258
C 0.558535 2.487752 -3.106538 -0.411 0.243 0.299
C -0.681497 2.012243 -2.674757 0.057 0.265 0.262
C 2.660406 1.163712 -0.213262 0.168 0.698 -0.259
P 2.185848 -0.287699 0.799121 1.686 -0.394 0.049
H -1.574557 2.142064 -3.267862 0.053 -0.150 -0.233
H 2.691675 2.514479 -2.651169 -0.577 0.013 0.177
H 0.642780 3.038507 -4.045205 0.005 -0.412 0.157
H 3.463719 0.831374 -0.887660 -0.196 0.277 0.118
H 3.096423 1.938675 0.436455 -0.119 -0.195 -0.046
H -2.820095 0.416668 -1.432326 1.089 0.509 -0.197
H -2.777570 2.020932 -0.749654 0.377 -0.503 -0.001
H -1.579596 -3.712650 -2.897165 0.332 0.029 0.073
O -1.678675 -2.977530 -3.514315 -0.627 -0.405 0.216
H -2.493534 -3.258111 -3.963029 0.299 0.391 -0.184
H -0.316608 -3.514340 0.607931 0.026 -0.018 0.008
O 0.019108 -4.340545 0.248461 1.008 0.465 -1.012
H 0.700124 -4.083086 -0.428243 -1.049 -0.453 0.950
C 2.664932 -1.719128 -0.239430 -0.536 -0.333 -0.342
H 3.704429 -1.601415 -0.582276 -0.283 0.190 0.276
H 2.598688 -2.670767 0.310050 -0.069 0.417 0.002
H 2.031125 -1.790770 -1.133593 0.096 0.043 0.189
C 3.422316 -0.349376 2.141403 -0.186 0.109 0.227
H 3.315214 -1.282417 2.713049 -0.044 0.243 -0.211
H 4.436619 -0.309123 1.716655 -0.348 -0.014 0.036
H 3.282575 0.490815 2.831884 0.033 -0.160 -0.138
C -2.983387 1.788390 1.511894 0.190 -0.746 1.140
H -3.957072 1.869583 0.997331 0.386 -0.097 0.432
H -3.078432 1.593707 2.582475 -0.360 0.703 0.041
H -2.371383 2.676432 1.290721 -0.248 -0.250 0.339
C -3.268536 -1.084547 0.907390 0.290 -0.458 0.177
H -3.492400 -1.313270 1.957363 0.072 0.141 -0.164
H -4.212960 -0.850097 0.393588 0.401 0.192 0.115
H -2.845352 -1.997958 0.464462 -0.030 0.359 0.032
S 0.000260 0.208142 6.022203 0.101 0.062 -0.955
C 0.088394 0.397187 4.462531 -0.106 0.235 0.474
N 0.136869 0.547513 3.266432 0.080 0.291 -0.597
```
Positions in Å, forces in eV/Å.